{"formula": "C5H6ClNO", "method": "ωB97M-V/def2-TZVPD", "e_homo_ev": [-7.61, -9.27], "e_tot_ev": -21335.6188, "orbital_gap_ha": [0.3156, 0.3063], "e_above_lowest_kj_mol": 182.6, "lumo_energy_ha": [0.0357, -0.0345], "multiplicity": 3, "fmax_ev_per_a": 3.20, "elements": ["C", "C", "C", "C", "C", "N", "O", "Cl", "H", "H", "H", "H", "H", "H"], "xyz": [[-1.3998, -0.2925, -0.7375], [-1.3775, -0.4381, 0.5811], [-0.0039, -0.2432, -1.3957], [1.0026, 0.3977, -0.3423], [0.9590, -0.2749, 0.9367], [0.5717, 0.2574, 2.0338], [0.4745, 1.5102, 2.2461], [-2.1668, -0.5627, 1.9889], [-2.2726, 0.1636, -1.2630], [0.3411, -1.2345, -1.6150], [-0.1203, 0.3773, -2.2337], [2.0271, 0.1555, -0.7274], [0.8868, 1.5046, -0.2506], [1.0780, -1.3205, 0.7786]], "forces_ev_per_angstrom": [[0.0, 1.1, 1.2], [0.1, -0.7, -2.2], [-0.7, 0.4, 2.8], [1.1, 1.1, -2.4], [-1.5, -0.4, -0.1], [1.9, 2.4, 0.9], [-0.4, -2.1, -0.1], [-1.2, 0.0, 0.7], [0.5, -0.8, 0.2], [0.2, -0.5, -0.5], [0.5, 0.6, -1.4], [-0.6, 0.6, 0.0], [0.0, -0.9, -0.2], [0.1, -0.9, 1.1]], "mulliken_charge": [-0.292, 0.092, -0.545, -0.460, -0.142, -0.080, -0.343, -0.155, 0.280, 0.308, 0.363, 0.245, 0.326, 0.404]}